Run w
The following is a quantum chemistry calculation of a single C4H4IN molecule, from the Open Molecules 2025 dataset.

Positions of all 10 atoms, in Å:
1 C -0.4723 0.3344 1.6046
2 C -0.4104 -0.5989 -0.7444
3 C 0.2724 0.6701 -0.8883
4 C 0.3451 -0.1096 0.4727
5 N -1.1467 0.7468 2.4466
6 I 2.1920 -1.1033 0.9636
7 H -1.4111 -0.7343 -0.5937
8 H -0.1146 -1.4906 -1.2596
9 H 1.1297 0.8347 -1.4047
10 H -0.3840 1.4507 -0.5968

Computed properties:
Total charge = 0
Gap between HOMO and LUMO = 9.619 eV
SMILES string = N#CC1(I)CC1
HOMO energy = -9.7 eV
LUMO level = -0.064 eV

Run x
The following is a quantum chemistry calculation of a molecular structure, C4H4IN, from the Open Molecules 2025 dataset.

Positions of all 10 atoms, in Å:
1 C 1.0060 -0.1343 -0.6757
2 C 1.9212 -0.4768 0.1571
3 C -0.3723 0.1236 -1.1223
4 C -0.8416 -0.2436 0.2359
5 N 0.8701 -0.3775 1.0829
6 I 1.0949 1.2388 2.4089
7 H -0.5224 1.1683 -1.4016
8 H -0.6763 -0.5435 -1.9271
9 H -1.3151 0.5059 0.8463
10 H -1.1644 -1.2610 0.3954

Computed properties:
Total charge = 0
Gap between HOMO and LUMO (spin up / spin down) = 7.772 / 7.772 eV
HOMO energy (spin up / spin down) = -8.3 / -8.3 eV
LUMO level (spin up / spin down) = -0.536 / -0.537 eV

Going by the computed energies, the most stable comes first: run w, run x.

Run w
The following is a quantum chemistry calculation of a molecular structure, C7H10N, from the Open Molecules 2025 dataset.

Positions of all 18 atoms, in Å:
1 C 0.7922 0.8889 0.3417
2 C -2.6400 -0.1872 1.3838
3 C -2.1514 -0.0556 0.2066
4 C 1.9815 -0.0975 0.4854
5 C 0.7800 -0.8937 0.0266
6 C -2.3721 0.1443 -1.1810
7 C 3.2490 0.1922 -0.1565
8 N -0.1890 0.0270 0.4782
9 H -1.9536 -0.2816 2.1805
10 H -3.6118 -0.0596 1.7895
11 H 1.9393 -0.0321 1.6055
12 H 0.6342 -1.3754 -0.9295
13 H -3.3461 0.4199 -1.5121
14 H -2.1397 -0.6459 -1.9394
15 H -1.7411 0.9811 -1.6875
16 H 4.0985 -0.5459 -0.0987
17 H 3.5641 1.1558 0.1944
18 H 3.1060 0.3654 -1.1875

Computed properties:
Total charge = +1
Gap between HOMO and LUMO (spin up / spin down) = 9.026 / 9.025 eV
HOMO energy (spin up / spin down) = -14.0 / -14.0 eV
LUMO level (spin up / spin down) = -4.926 / -4.926 eV

Run x
The following is a quantum chemistry calculation of a gas-phase ion, C7H10N (charge +1), from the Open Molecules 2025 dataset.

Positions of all 18 atoms, in Å:
1 C 0.3151 -0.3786 -2.4136
2 C 0.5604 -0.6830 2.3825
3 C 0.6853 1.7201 0.5098
4 C -1.7862 -0.3488 -0.4506
5 C 0.8566 0.4227 -1.4906
6 C -0.3531 -1.0082 1.4513
7 C 0.2729 0.6932 -0.2269
8 N -0.6779 -0.2755 0.2560
9 H 0.9579 -0.7473 -3.1947
10 H -0.6262 -0.8481 -2.2993
11 H 0.7801 -1.3401 3.2901
12 H 1.1651 0.1766 2.2606
13 H 0.4280 1.7373 1.5533
14 H 1.2509 2.6167 0.1533
15 H -1.9635 0.2420 -1.3355
16 H -2.5608 -1.1599 -0.3167
17 H 1.7156 0.9904 -1.6507
18 H -1.0201 -1.8097 1.5219

Computed properties:
Total charge = +1
Gap between HOMO and LUMO = 7.931 eV
SMILES string = C=CC(=C)[N+](=C)C=C
HOMO energy = -13.5 eV
LUMO level = -5.534 eV

Going by the computed energies, the most stable comes first: run x, run w.

Run w
The following is a quantum chemistry calculation of a molecular structure, C43H70CsGeN3O6PS4Si, from the Open Molecules 2025 dataset.

Positions of all 130 atoms, in Å:
1 Cs 1.2053 -0.7962 0.1859
2 C 4.2400 -2.1881 4.1837
3 C 3.6484 -1.1687 3.2063
4 C 2.3990 -0.5362 3.8289
5 C 4.6793 -0.0684 2.9406
6 O 3.3503 -1.7461 1.9590
7 Ge 2.6403 -3.4897 1.7099
8 O 2.5293 -3.2097 -0.1599
9 C 3.4535 -3.6965 -1.1059
10 C 4.0502 -5.0499 -0.7082
11 C 2.6961 -3.8586 -2.4212
12 C 4.5814 -2.6749 -1.2731
13 O 0.9084 -2.8528 2.0788
14 C -0.2241 -3.7003 2.2048
15 C -1.4091 -2.7809 2.4965
16 C -0.0227 -4.6818 3.3619
17 C -0.4838 -4.4512 0.8998
18 H 4.5841 -1.6933 5.0947
19 H 5.0829 -2.6993 3.7187
20 H 3.5010 -2.9403 4.4587
21 H 2.6465 -0.0875 4.7949
22 H 1.6185 -1.2839 3.9551
23 H 2.0120 0.2525 3.1791
24 H 4.9377 0.4718 3.8542
25 H 4.2724 0.6394 2.2175
26 H 5.5853 -0.5031 2.5165
27 H 3.2528 -5.7651 -0.5035
28 H 4.6622 -4.9643 0.1898
29 H 4.6721 -5.4383 -1.5176
30 H 1.8917 -4.5835 -2.2865
31 H 3.3539 -4.2006 -3.2235
32 H 2.2518 -2.9076 -2.7189
33 H 5.0543 -2.4909 -0.3085
34 H 4.1793 -1.7277 -1.6347
35 H 5.3355 -3.0222 -1.9831
36 H -1.2018 -2.1864 3.3899
37 H -2.3222 -3.3569 2.6608
38 H -1.5674 -2.1217 1.6397
39 H 0.1946 -4.1299 4.2789
40 H 0.8150 -5.3508 3.1596
41 H -0.9194 -5.2842 3.5195
42 H -0.6697 -3.7333 0.0990
43 H -1.3586 -5.0985 0.9908
44 H 0.3767 -5.0674 0.6313
45 O 0.6686 6.9112 -7.1425
46 C 1.0260 6.3421 -6.1409
47 S 0.3707 4.8090 -5.5813
48 C 1.3492 4.6070 -4.1155
49 C 2.2661 5.6527 -3.8604
50 S 3.3393 5.7996 -2.5853
51 S 2.2758 6.9537 -5.0597
52 S 1.0641 3.2402 -3.2028
53 O 0.8233 1.8309 0.5919
54 P 0.5613 3.1209 1.2737
55 N -0.2029 4.2820 0.3771
56 C -1.3079 3.8246 -0.4920
57 C -1.5546 4.9900 -1.4661
58 C -0.6954 6.1404 -0.9330
59 C 0.4673 5.4217 -0.2633
60 N 1.9217 3.8978 1.8399
61 C 3.0789 3.9375 0.9137
62 C 4.3088 4.1140 1.8227
63 C 3.7325 4.3841 3.2144
64 C 2.4179 3.6188 3.1888
65 N -0.4034 2.8244 2.5864
66 C -1.1248 3.8594 3.3068
67 C -2.5751 3.3867 3.2658
68 C -2.4437 1.8653 3.3852
69 C -1.0751 1.5230 2.7555
70 H -2.1843 3.5993 0.1176
71 H -1.0319 2.9189 -1.0333
72 H -2.6107 5.2498 -1.5334
73 H -1.2145 4.7035 -2.4604
74 H -1.2471 6.7180 -0.1858
75 H -0.3613 6.8173 -1.7194
76 H 0.9773 6.0245 0.4865
77 H 1.1914 5.1010 -1.0148
78 H 2.9677 4.7514 0.2006
79 H 3.1427 3.0134 0.3370
80 H 4.9541 4.9195 1.4750
81 H 4.9009 3.1986 1.8350
82 H 3.5296 5.4486 3.3458
83 H 4.3916 4.0551 4.0184
84 H 1.7073 3.9592 3.9400
85 H 2.5993 2.5491 3.3521
86 H -0.9705 4.8278 2.8319
87 H -0.7752 3.9239 4.3463
88 H -3.0145 3.6575 2.3058
89 H -3.1875 3.8243 4.0556
90 H -3.2525 1.3404 2.8791
91 H -2.4640 1.5666 4.4349
92 H -1.1781 1.0173 1.7955
93 H -0.4989 0.8683 3.4109
94 C -1.1352 -0.4314 -3.6744
95 C -2.5820 -0.4604 -3.1684
96 C -3.5065 -0.7381 -4.3523
97 C -2.9152 0.9090 -2.5708
98 Si -2.6435 -1.7494 -1.7468
99 O -1.5637 -1.4502 -0.6425
100 C -2.4372 -3.4508 -2.5916
101 C -3.4847 -4.2307 -3.0867
102 C -3.2561 -5.4301 -3.7508
103 C -1.9576 -5.8815 -3.9392
104 C -0.8977 -5.1302 -3.4497
105 C -1.1397 -3.9365 -2.7823
106 C -4.4133 -1.7158 -1.0056
107 C -5.6230 -1.8772 -1.6885
108 C -6.8499 -1.7975 -1.0400
109 C -6.9004 -1.5489 0.3244
110 C -5.7156 -1.3765 1.0268
111 C -4.4962 -1.4550 0.3659
112 H -1.0012 0.3623 -4.4172
113 H -0.8559 -1.3798 -4.1391
114 H -0.4421 -0.2368 -2.8563
115 H -3.3221 -0.0116 -5.1531
116 H -4.5583 -0.6499 -4.0766
117 H -3.3449 -1.7351 -4.7668
118 H -2.7636 1.7036 -3.3110
119 H -2.2699 1.1164 -1.7176
120 H -3.9518 0.9547 -2.2273
121 H -4.5056 -3.9058 -2.9452
122 H -4.0926 -6.0130 -4.1200
123 H -1.7721 -6.8143 -4.4582
124 H 0.1192 -5.4776 -3.5875
125 H -0.3076 -3.3673 -2.3867
126 H -5.6199 -2.0649 -2.7540
127 H -7.7682 -1.9264 -1.6021
128 H -7.8556 -1.4854 0.8339
129 H -5.7409 -1.1772 2.0919
130 H -3.5716 -1.3075 0.9057

Computed properties:
Total charge = -2
Gap between HOMO and LUMO (spin up / spin down) = 5.814 / 6.147 eV
Spin multiplicity = 2
HOMO energy (spin up / spin down) = -2.5 / -2.9 eV
LUMO level (spin up / spin down) = 3.358 / 3.275 eV

Run x
The following is a quantum chemistry calculation of a molecular structure, C43H70CsGeN3O6PS4Si, from the Open Molecules 2025 dataset.

Positions of all 130 atoms, in Å:
1 Cs -0.6945 0.1870 0.0926
2 C 0.8821 -0.3126 4.1913
3 C 0.9389 1.0818 3.5743
4 C 0.9141 2.1317 4.6911
5 C 2.2240 1.2264 2.7553
6 O -0.1914 1.1939 2.7314
7 Ge -0.9076 2.8269 2.0867
8 O 0.2485 2.8410 0.6136
9 C 0.4105 3.8475 -0.3718
10 C 1.8618 3.7653 -0.8361
11 C 0.1341 5.2420 0.1940
12 C -0.5280 3.5734 -1.5548
13 O -2.3084 1.9371 1.1115
14 C -3.5708 1.5577 1.6234
15 C -3.4399 0.3334 2.5462
16 C -4.4444 1.1807 0.4201
17 C -4.2283 2.7083 2.3916
18 H 1.7442 -0.4912 4.8415
19 H -0.0357 -0.4252 4.7761
20 H 0.8839 -1.0664 3.3994
21 H 1.7107 1.9369 5.4159
22 H 1.0527 3.1388 4.2892
23 H -0.0509 2.1070 5.2070
24 H 3.1069 1.1734 3.4012
25 H 2.2974 0.4343 2.0035
26 H 2.2244 2.1814 2.2242
27 H 2.5359 4.0542 -0.0236
28 H 2.0983 2.7365 -1.1207
29 H 2.0378 4.4191 -1.6968
30 H 0.7436 5.4178 1.0859
31 H 0.3719 6.0055 -0.5541
32 H -0.9169 5.3509 0.4774
33 H -0.2984 2.6062 -2.0182
34 H -1.5638 3.5508 -1.2000
35 H -0.4232 4.3528 -2.3182
36 H -3.0645 -0.5260 1.9788
37 H -2.7282 0.5519 3.3470
38 H -4.4132 0.0762 2.9785
39 H -3.9973 0.3363 -0.1180
40 H -5.4509 0.9026 0.7514
41 H -4.5134 2.0296 -0.2655
42 H -3.6680 2.9433 3.3000
43 H -4.2441 3.6059 1.7670
44 H -5.2551 2.4508 2.6717
45 O 5.5969 -4.9420 -2.7898
46 C 4.8679 -4.1468 -2.2369
47 S 3.4939 -4.6125 -1.2317
48 C 2.9661 -3.0059 -0.7298
49 C 3.7334 -1.9260 -1.2431
50 S 3.4987 -0.3007 -0.9810
51 S 5.0898 -2.4017 -2.2781
52 S 1.6159 -2.9272 0.2538
53 O -2.4175 -1.9767 -0.1143
54 P -2.8164 -3.3394 -0.5410
55 N -2.0269 -4.5481 0.2874
56 C -1.6284 -4.2569 1.6885
57 C -0.6125 -5.3603 2.0435
58 C -0.7452 -6.3846 0.9116
59 C -1.0664 -5.5083 -0.2888
60 N -2.6146 -3.7501 -2.1188
61 C -1.3556 -3.3283 -2.8043
62 C -1.5265 -3.8959 -4.2270
63 C -3.0315 -4.2260 -4.3530
64 C -3.6704 -3.5820 -3.1241
65 N -4.4400 -3.5462 -0.2477
66 C -5.0245 -4.8896 -0.2174
67 C -5.8323 -4.9149 1.0775
68 C -6.3125 -3.4672 1.1923
69 C -5.0996 -2.6566 0.7355
70 H -2.5088 -4.2864 2.3371
71 H -1.1844 -3.2638 1.7768
72 H -0.7995 -5.7881 3.0298
73 H 0.3936 -4.9411 2.0338
74 H -1.5814 -7.0647 1.1037
75 H 0.1616 -6.9735 0.7651
76 H -1.5156 -6.0420 -1.1246
77 H -0.1497 -5.0173 -0.6224
78 H -0.4766 -3.7087 -2.2883
79 H -1.2706 -2.2349 -2.8228
80 H -0.9133 -4.7836 -4.3791
81 H -1.2120 -3.1578 -4.9626
82 H -3.1890 -5.3061 -4.3051
83 H -3.4694 -3.8597 -5.2838
84 H -4.5980 -4.0587 -2.8138
85 H -3.8704 -2.5219 -3.3097
86 H -4.2402 -5.6476 -0.2417
87 H -5.6819 -5.0536 -1.0796
88 H -5.1813 -5.1639 1.9206
89 H -6.6469 -5.6404 1.0453
90 H -6.6226 -3.1928 2.2012
91 H -7.1590 -3.3028 0.5196
92 H -4.4415 -2.4363 1.5792
93 H -5.3704 -1.7023 0.2873
94 C -2.4303 1.9668 -4.7811
95 C -1.8833 0.7116 -5.4784
96 C -1.9067 0.9564 -6.9892
97 C -2.7918 -0.4749 -5.1321
98 Si -0.1985 0.3708 -4.6279
99 O -0.3534 0.3054 -3.0635
100 C 1.0144 1.7365 -5.1858
101 C 1.3823 2.0046 -6.5099
102 C 2.3125 2.9897 -6.8230
103 C 2.9131 3.7266 -5.8069
104 C 2.5814 3.4657 -4.4829
105 C 1.6431 2.4824 -4.1822
106 C 0.6305 -1.2261 -5.2776
107 C 0.5523 -1.8184 -6.5432
108 C 1.2489 -2.9879 -6.8461
109 C 2.0505 -3.5912 -5.8841
110 C 2.1520 -3.0195 -4.6190
111 C 1.4485 -1.8578 -4.3238
112 H -3.4478 2.1867 -5.1388
113 H -1.8047 2.8439 -4.9834
114 H -2.4615 1.8292 -3.6966
115 H -2.9422 1.1272 -7.3203
116 H -1.5212 0.1126 -7.5662
117 H -1.3279 1.8428 -7.2613
118 H -3.8237 -0.2879 -5.4676
119 H -2.8041 -0.6371 -4.0498
120 H -2.4473 -1.4025 -5.6084
121 H 0.9517 1.4200 -7.3182
122 H 2.5801 3.1744 -7.8582
123 H 3.6455 4.4888 -6.0468
124 H 3.0594 4.0183 -3.6809
125 H 1.3945 2.2651 -3.1496
126 H -0.0687 -1.3770 -7.3148
127 H 1.1622 -3.4291 -7.8335
128 H 2.5931 -4.5009 -6.1162
129 H 2.7714 -3.4835 -3.8585
130 H 1.5063 -1.4296 -3.3242

Computed properties:
Total charge = -2
Gap between HOMO and LUMO (spin up / spin down) = 5.475 / 5.968 eV
Spin multiplicity = 2
HOMO energy (spin up / spin down) = -2.1 / -2.6 eV
LUMO level (spin up / spin down) = 3.379 / 3.378 eV

Going by the computed energies, the most stable comes first: run w, run x.